1.
Formula: C36H59N7O4S4
Source: the Open Molecules 2025 dataset
Level of theory: the ωB97M-V functional and the def2-TZVPD basis

## Properties
- HOMO: -8.128 eV
- LUMO: -0.111 eV
- Frontier orbital gap: 8.02 eV
- Relative energy (zero: lowest compared OMol25 entry of this formula, charge and spin): 0.00 kcal/mol

```
! RIJCOSX wB97M-V def2-TZVPD def2/J DEFGRID3
* xyz 0 1
C -1.13743 0.62620 0.32056
C -2.52590 4.81653 -0.63665
C 4.52735 -2.71121 0.84071
H -0.11065 1.13053 -2.83178
H 0.89487 -0.91092 3.29215
H 1.58971 -6.31333 0.25137
C 0.71773 4.40187 -2.22681
C -0.37987 0.84833 -1.82846
H 4.05963 -3.06681 -0.06360
C -2.23396 -2.53945 -3.62820
N 4.18502 -1.40826 -3.81367
N -4.75073 -2.47250 1.43495
C 4.97731 -1.92611 -5.80097
H 2.56203 1.98170 0.36312
H -1.67497 5.42872 -0.92628
H -1.58488 -0.43501 6.60901
H -1.81668 0.76213 1.14577
C 5.82057 -2.96626 1.37527
H -1.43413 6.58085 1.53781
S 4.10573 0.59621 -0.76082
C 4.85391 -2.59927 -3.65747
H 4.87293 1.40967 -2.96181
O -0.18372 -3.03965 5.98366
C -0.18220 4.64939 -3.29621
H -3.19886 4.74073 -1.48932
H -1.79078 2.10332 3.44471
C 1.64204 5.41356 -2.20413
S -3.71540 -1.65250 -4.19901
S 0.18523 -1.66425 5.54070
H -4.07905 -1.23420 -1.75411
C -3.99388 -0.68218 -2.68533
H 6.61849 -3.52727 0.91906
C 5.91805 -2.24311 2.52916
H -1.21290 0.24365 5.04948
H 0.69581 3.51439 -1.61193
S -3.48740 5.81410 0.54771
H -4.27603 -4.84837 3.57088
O -3.58005 7.20539 0.00987
H -1.77726 5.00400 2.15597
C -4.67295 3.37878 4.47296
C -1.39657 1.17229 -0.96397
N -4.94952 2.04560 4.26861
H 1.36597 -0.28169 -1.43320
C -5.26072 -3.52430 2.16175
H -3.15647 0.01667 -2.67698
C -3.80010 1.44126 3.86537
H 2.96349 -1.29952 1.58466
H 0.58076 -0.80126 0.78266
N 0.93324 -5.63839 -0.09854
H -1.49967 -1.83591 -3.23955
H -0.95038 3.94800 -3.57777
C 3.90261 -1.82024 1.67453
H -3.78660 0.38238 3.65100
H -5.43727 4.04378 4.83768
H 6.68370 -2.11733 3.27783
H 2.43845 5.64941 -1.51982
C -4.18446 -4.11938 2.78161
H -4.89089 -0.13467 -2.97353
C -0.91040 -4.77343 -0.93349
C -0.28125 -5.96374 -0.64047
C 4.27854 -0.97754 -5.10317
H -2.94492 4.58864 4.09680
N 0.44076 0.00932 -1.12280
C -3.38252 -2.44377 1.49627
H 1.93313 7.02803 -3.47193
C -3.35626 3.59752 4.17201
H -0.23994 -2.68201 -0.58614
C -3.02968 -3.37320 2.44212
H -0.04192 6.27992 -4.83750
H 2.53897 2.33925 -1.38599
C 1.08157 -4.27257 0.03075
H 4.89266 -3.10477 -2.70841
H 5.15318 -1.92577 -6.86497
N 4.73338 -1.59323 2.74532
H -2.34432 3.85280 -0.16970
C -2.25933 5.93257 1.84997
N 1.40627 6.18874 -3.31190
C 0.32897 5.70976 -4.00244
H -1.85632 -3.03794 -4.51670
H -0.62592 -6.97974 -0.71453
H 0.94912 -2.61889 3.56274
H 4.52181 -1.03688 3.55247
H -5.83995 1.63377 4.47523
H 5.95533 0.26410 -2.11019
H -1.83798 -4.59856 -1.44870
C 3.17391 2.13542 -0.52031
C -2.79824 2.36186 3.72440
C 5.28152 -2.98422 -4.91001
C 5.30197 1.12850 -2.00050
H -6.32490 -3.67470 2.11590
H 5.85685 1.98573 -1.62000
H -2.79079 -1.82804 0.83893
H -2.69297 6.43658 2.71142
H -2.14779 -1.25489 5.11952
O -4.80859 -2.66166 -4.29334
H -5.26803 -1.96937 0.73433
H -2.15022 1.93354 -1.10936
H 3.89133 2.95409 -0.49724
C 0.33488 -1.73111 3.74126
H -2.63989 -3.20406 -2.87068
C 0.02102 -0.11518 0.16555
C -0.06937 -3.74511 -0.50060
O 3.18047 -0.39073 -1.42616
H 3.92409 -0.90657 -2.96330
H -0.60518 -1.92910 3.22755
H 3.89503 -0.00782 -5.37447
H 1.95444 -3.92849 0.55739
H 5.65078 -3.92841 -5.27693
C -1.33185 -0.70144 5.58446
H -2.08370 -3.55328 2.92691
*
```

---

2.
Formula: C45H68N2O5STi
Source: the Open Molecules 2025 dataset
Level of theory: the ωB97M-V functional and the def2-TZVPD basis

## Properties
- HOMO (spin up / spin down): 0.324 / -0.786 eV
- <S²>: 2.03
- LUMO (spin up / spin down): 4.316 / 4.315 eV
- Frontier orbital gap (spin up / spin down): 3.99 / 5.10 eV
- Relative energy (zero: lowest compared OMol25 entry of this formula, charge and spin): 53.75 kcal/mol

```
! RIJCOSX wB97M-V def2-TZVPD def2/J DEFGRID3
* xyz -2 3
C -0.07801 4.05386 3.60482
C -1.45422 -4.64818 1.67869
H 3.92355 0.91145 4.05011
H -6.19683 1.84792 0.73196
H 0.69962 4.66576 -3.16552
H 0.73758 -4.16087 3.35331
H -2.84225 6.85643 0.49744
C -4.51245 -1.36427 -0.81610
H -5.45066 -1.23470 -1.36601
O 0.54335 0.25952 1.99290
H -4.59872 -3.40439 -1.30962
H 4.54209 0.43306 -0.81775
H 1.17080 -2.55815 3.96484
O 3.20425 -2.86392 -0.48704
C 2.16219 -1.70311 -4.48648
C -1.67872 -0.39068 -0.54794
C 1.07195 2.70330 -2.29581
H 0.90922 -4.60163 0.30763
C -1.32203 -3.27844 1.63023
C 1.63221 0.39053 2.74410
H 0.80066 3.76878 4.18960
C 7.01945 0.72519 -0.74829
H 1.66610 1.39085 4.66249
H 1.40964 5.24423 1.50807
C -3.35723 -2.51727 -2.75715
H -4.07920 2.64110 -2.29481
H 3.01888 -0.78449 -2.72237
H -4.19415 -2.20876 -3.39409
H 1.68447 -6.80751 -0.33608
O 2.15878 0.09071 -0.06466
H -3.90212 1.48201 -0.06023
C -0.63558 -2.55577 2.77815
H -5.56883 1.83212 -1.78451
H -0.20523 5.13822 3.68515
C -4.87901 2.64873 -1.55102
H 0.13619 2.54019 2.12856
C -1.89054 -2.50553 0.54976
H 0.89994 2.50093 -4.46356
H 1.00652 4.68969 -1.41423
H 0.56980 -2.57922 -2.58423
H 1.98511 -7.20773 -2.03326
C -3.48442 4.84048 0.10058
H 1.72308 -2.65940 -4.78736
H 0.78778 0.97411 -3.55086
H -0.95636 3.57881 4.04871
H -1.00227 -5.18944 2.50545
C 5.32665 0.99545 2.44378
H -5.00990 2.43706 1.90678
O 0.66891 1.98684 -1.18459
C 1.28593 -1.89021 -2.13163
H 3.22549 -2.51898 -2.78722
C -1.52841 -2.60889 4.02280
H 0.35333 -6.78516 -1.49071
C 1.40665 4.15042 1.57012
H 8.09460 0.79757 -0.91011
C 3.13654 0.40456 0.75620
H -1.66353 -3.64120 4.36721
H 2.97717 1.70401 -2.30557
H -1.08621 -2.03149 4.84147
H -5.42470 3.59167 -1.65447
H 1.44750 -2.94507 2.27263
H -4.73834 -1.42587 0.25092
C 4.42482 0.57367 0.24740
C 0.52894 4.13327 -2.22405
N -1.59513 -1.18751 0.53725
H -0.54390 4.10517 -2.01326
H 6.17726 1.22279 3.07542
H 6.51009 1.41538 -1.42852
C 0.08985 3.62430 2.14619
H -0.80022 6.10202 1.68602
H 0.79706 -0.93559 -1.93932
C 1.70307 -5.08367 -1.64381
O 6.79441 1.05886 0.60103
H -3.43445 -5.14432 -0.98320
H 3.04720 -1.52667 -5.10367
C -5.41905 2.59841 0.90765
C 0.75717 -3.09309 3.10456
C -2.80497 -4.61971 -0.26671
H -2.55983 -1.78470 -2.87914
H 0.35267 0.22691 4.40843
C 2.59940 2.72723 -2.37226
H 1.45345 -4.85188 -2.68489
H -2.20939 -6.43958 0.71464
H -0.53581 -1.51626 2.48013
C 1.40958 0.41694 4.22070
C 5.50684 0.87080 1.07571
N -1.52622 1.74912 0.61039
H -1.75033 -0.81941 -1.54718
C -1.84626 0.97736 -0.50057
H 6.68713 -0.29235 -0.97248
H 3.01100 3.28180 -1.52530
H -0.09642 -3.99320 -1.00153
C 2.51969 -1.71487 -3.00164
S 1.72465 -2.54811 -0.45913
H 1.43522 -0.91967 -4.71666
H -4.43120 5.15324 -0.33117
H -3.90820 -0.47427 -0.97069
C -1.94387 3.05119 0.68983
H 2.76848 -4.88186 -1.51227
H 2.00175 -0.34551 4.74310
H -5.88130 3.59000 0.88786
H 2.24668 3.83166 2.19429
C 0.93848 -4.17282 -0.69668
C 2.92320 0.53686 2.17885
H -2.98570 -3.47867 -3.12141
C -1.46080 5.36772 1.23346
H 1.56765 3.74303 0.57073
C 0.51380 2.03252 -3.55341
C 4.05464 0.82109 2.97790
H 2.94578 3.18629 -3.30417
C -1.12581 4.02816 1.32594
C -2.61146 5.80113 0.58091
H -2.04028 1.49447 -1.44224
C -3.19542 3.47803 0.17457
C -4.30880 2.48668 -0.14226
Ti 0.27292 0.80748 0.18949
H -0.57802 2.09774 -3.55604
C -2.14058 -5.35847 0.69201
C 1.41498 -6.55698 -1.36484
C -2.76023 -3.22036 -0.34412
H -2.51572 -2.19483 3.80293
C -3.81457 -2.64212 -1.29603
*
```

---

3.
Formula: C31H47NO3OsP2S
Source: the Open Molecules 2025 dataset
Level of theory: the ωB97M-V functional and the def2-TZVPD basis

## Properties
- HOMO (spin up / spin down): -13.208 / -13.397 eV
- <S²>: 6.05
- LUMO (spin up / spin down): -6.566 / -9.656 eV
- Frontier orbital gap (spin up / spin down): 6.64 / 3.74 eV
- Relative energy (zero: lowest compared OMol25 entry of this formula, charge and spin): 135.54 kcal/mol

```
! RIJCOSX wB97M-V def2-TZVPD def2/J DEFGRID3
* xyz 2 5
C 0.68704 -2.58377 1.15771
H 4.50370 -1.96166 -1.44195
H 2.88810 4.02769 -0.77216
H -0.18622 -2.52636 1.83089
C 1.26675 2.80628 -0.02543
H -5.79906 -4.97665 3.41173
H 3.89768 1.68277 0.33770
H 2.01909 -3.56657 -1.09497
H -0.09765 5.10399 -4.54516
H 0.81409 1.30488 -5.07513
H -0.06152 0.07261 3.36561
C -3.47658 -3.96649 5.73883
C 1.26611 -0.85943 -0.72277
C -0.24925 1.14315 -4.90922
H -4.57439 -3.21979 2.04334
O -2.41114 -1.33666 1.83730
H -2.29521 -1.29334 -2.89664
H 1.92370 3.53377 -4.68349
H -1.97227 2.32837 -4.24581
H 1.31758 4.44106 -1.40900
H 1.53448 -1.03230 -4.58998
H 0.00476 5.57314 -2.81727
H 2.81071 -4.82612 0.88946
H 1.39019 0.88371 3.85882
Os 0.23432 1.76494 -1.43926
H -1.49898 4.15788 -0.84769
H -0.72328 4.92545 0.58446
H -2.07363 3.84504 0.77562
C -4.29539 -3.45228 3.08088
H -2.39854 2.54509 1.94978
C -1.97894 -0.61602 -3.69278
C -0.43012 1.89907 1.46958
N -1.47791 -1.25132 3.95596
H -1.95733 -1.19109 -4.63116
H -0.01422 -1.76910 -4.93907
C -0.93670 2.43210 -4.59716
H -3.15734 -4.12208 6.75558
H 0.44406 -2.86799 -0.99242
H 3.81480 -3.46149 1.38769
P -0.32450 0.12655 -3.33070
H 0.71994 -0.54815 -1.64926
H -2.72281 0.17782 -3.78270
C -2.36121 -1.70657 3.02679
H -5.07068 -5.44580 5.74873
C -0.41787 4.85269 -3.52077
H -0.94138 3.16157 -5.41140
H -0.59828 -1.72791 -0.25904
H -1.51200 4.92696 -3.48369
C -4.56482 -4.69248 5.15842
C -4.94997 -4.40794 3.82979
O -1.84837 -1.16364 6.49212
C 2.91227 -3.72541 0.83841
H -1.92384 1.00675 2.72092
C -1.17343 4.00082 0.18044
C 0.44298 -2.07277 -0.22978
H 1.85776 -3.20277 2.73937
H 3.17185 0.17867 0.97418
C 0.92447 0.40385 2.99870
P 0.06225 3.12664 -3.08917
C 1.83907 1.84732 0.99356
C 2.68193 -0.98594 -1.17924
C 3.20475 1.27806 1.08313
C 0.80150 1.33313 1.83545
C 1.83730 3.05555 -3.69793
H 1.47110 -0.53154 2.82929
C 1.83486 4.13872 -0.50365
H -1.28654 2.53553 3.32325
H 1.74262 4.99284 0.18255
H 3.65227 1.42495 2.07603
C 3.47260 -2.03937 -1.04690
H 1.00640 0.05131 -0.10476
C 3.01461 -3.41147 -0.65733
O -0.26751 -2.82211 5.55521
C -3.23247 -2.74554 3.64266
S -1.45370 -2.02015 5.40550
H 2.47156 3.57865 -2.97319
C 1.81987 -3.08424 1.64773
H 3.02982 -0.20673 -1.87002
H 3.70196 -4.14527 -1.11219
C -1.57943 1.99418 2.41160
H 2.19179 2.01705 -3.73399
H -0.67186 0.60977 -5.76860
C -2.83566 -3.02843 4.93309
C -0.28410 2.77391 0.30393
C 0.58433 -1.32463 -4.13299
H 0.81906 -2.14493 -3.45598
*
```

---

no.,F_max (eV Å⁻¹)
1,1.76
2,1.21
3,6.13